14
Properties=species:S:1:pos:R:3:forces:R:3:lowdin_charge:R:1 method="wB97M-V/def2-TZVPD" max_force_ha_per_bohr=0.0798 total_charge=0 total_energy_ha=-320.73928 homo_ha="-0.349 / -0.237"
C 0.63806 -1.52589 0.18159 -0.23 -0.56 -0.18 -0.056
C 1.16891 1.37350 -0.12691 3.03 0.19 -1.72 -0.065
N 0.03869 1.29355 0.49953 -3.56 -1.06 1.75 -0.048
C -1.05992 0.47092 0.04647 1.72 1.19 0.02 -0.361
N -2.20472 1.00126 0.04267 -0.42 -1.07 -0.08 0.147
C -0.56286 -0.89889 -0.55900 0.45 1.14 1.18 -0.422
N -1.15653 -1.30800 -1.55291 -0.02 -0.37 -0.24 0.223
H 1.55977 -1.50072 -0.41361 -0.36 0.07 0.09 0.078
H 0.38284 -2.57276 0.35381 0.08 0.00 -0.03 0.073
H 0.83719 -1.06653 1.16031 -0.26 0.02 -0.47 0.076
H 1.22195 0.98716 -1.13940 0.11 0.23 0.19 0.079
H 2.03302 1.80732 0.36385 -0.17 -0.15 -0.15 0.069
H -0.04119 1.65199 1.44707 -0.21 0.07 -0.45 0.151
H -2.85521 0.28707 -0.30346 -0.15 0.29 0.10 0.057